# 1
{
  "formula": "C21H27F5N3O5P",
  "method": "wB97M-V/def2-TZVPD",
  "species": ["C", "C", "H", "H", "H", "H", "H", "H", "H", "H", "H", "C", "P", "C", "C", "H", "C", "C", "O", "H", "F", "C", "N", "O", "H", "H", "C", "C", "C", "F", "C", "O", "C", "H", "H", "H", "C", "H", "C", "H", "H", "O", "H", "F", "H", "C", "F", "O", "C", "C", "N", "C", "H", "H", "H", "C", "H", "H", "C", "H", "N", "F"],
  "positions_angstrom": [[1.5241, -2.1976, 3.4881], [-1.2072, -0.0642, 1.4288], [-4.3870, -4.5210, -1.4139], [0.4647, -2.1208, 3.2060], [-3.9931, -2.8209, -1.7499], [-2.1046, 3.5713, -0.8459], [-1.1864, 2.0315, 0.8755], [-2.5005, -2.5955, -0.0587], [-5.6548, -3.3009, -1.3027], [-2.8703, 0.7794, 0.3452], [0.6463, 0.0210, 3.2024], [1.1039, 2.0147, -0.3156], [-1.1439, 3.8134, -3.0516], [2.4102, 2.0111, -0.8466], [-2.4149, -0.2006, 0.4863], [-4.4605, -0.8825, 0.6023], [-4.5964, -3.4872, -1.1383], [2.0495, 3.7128, -4.0451], [-5.0526, -3.7748, 1.1810], [1.6066, -2.0638, 4.5754], [2.1762, 5.0635, -3.9640], [1.6947, 0.0829, 2.9071], [-3.1600, -2.5719, 0.7102], [-0.6090, 5.2858, -3.5686], [-1.6697, 5.2532, -1.1807], [-2.0570, -0.5649, -0.4797], [0.3433, 3.1782, -2.1549], [-0.5735, 1.3499, 1.4577], [3.3831, 3.1888, -4.6460], [3.4678, 3.6446, -5.9059], [1.6769, 3.1300, -2.6935], [2.0535, -3.4224, 3.1151], [3.4541, 1.3969, -0.1363], [-3.1300, 4.5501, -1.9170], [4.4494, 1.4088, -0.5589], [-1.5245, -0.3275, 2.4409], [3.1839, 0.8005, 1.0507], [2.5842, -4.9145, 1.1059], [1.1328, -4.3439, 2.5651], [3.9826, 0.3239, 1.6015], [0.5203, -4.8097, 3.3459], [2.2717, -1.2108, 2.8174], [2.5596, -5.9559, 2.5138], [4.4446, 3.6361, -3.9790], [0.4550, -3.8550, 1.8568], [0.8350, 1.3806, 0.9244], [3.4091, 1.8539, -4.6906], [1.0439, -6.2638, 1.1095], [1.9203, -5.4051, 1.8187], [-3.4822, -1.1539, 1.0114], [0.0964, 2.6229, -0.9955], [-4.3135, -3.3204, 0.3433], [-0.8706, 5.3873, -4.4894], [2.2118, 0.6606, 3.6835], [0.8519, -7.0351, 1.6467], [1.8718, 0.7834, 1.5865], [-0.4349, -0.7892, 1.1634], [-3.5599, -1.0501, 2.0947], [-2.1070, 4.3482, -1.6050], [-0.5595, 1.7243, 2.4823], [2.6642, 2.5802, -2.0504], [1.0800, 3.4343, -4.9597]],
  "nbo_charge": [0.254, -0.402, 0.246, 0.135, 0.211, 0.251, 0.236, 0.357, 0.247, 0.213, 0.185, 0.194, 1.072, 0.097, -0.407, 0.184, -0.734, 0.592, -0.546, 0.142, -0.308, -0.098, -0.666, -0.966, 0.240, 0.201, -0.094, -0.434, 0.933, -0.311, 0.109, -0.531, -0.195, 0.234, 0.232, 0.203, -0.164, 0.181, -0.078, 0.229, 0.163, -0.538, 0.166, -0.297, 0.173, -0.009, -0.306, -0.718, -0.076, -0.206, -0.430, 0.705, 0.499, 0.188, 0.471, -0.020, 0.208, 0.197, -0.973, 0.217, -0.339, -0.319],
  "homo_lumo_gap_ev": 8.31,
  "smiles": "CC(=O)NCCCCc1c(COCOCCO)ccc2nc(C(F)(F)C(F)(F)F)c(P(C)O)nc12",
  "lumo_energy_ev": -0.6,
  "charge": 0,
  "homo_energy_ev": -8.891
}


# 2
{
  "formula": "C8H19BrNbO2",
  "method": "wB97M-V/def2-TZVPD",
  "species": ["H", "H", "H", "H", "H", "H", "C", "H", "H", "C", "H", "H", "C", "C", "H", "H", "H", "C", "O", "C", "Br", "H", "H", "O", "C", "H", "H", "Nb", "H", "H", "C"],
  "positions_angstrom": [[-1.3763, -0.4641, -3.7677], [1.8629, -2.4333, 0.7630], [-2.2856, 0.5398, 2.9014], [-0.1495, 1.7534, 3.2156], [1.7930, -1.2202, 3.0754], [0.0121, -1.3278, 0.8201], [2.4240, -1.5699, 1.0920], [1.4236, 1.4555, 0.2248], [-0.1756, -1.5800, -3.2397], [0.0976, -0.8754, 1.7935], [1.9594, 0.2516, 2.0682], [-0.5250, 3.2047, -1.1825], [1.5965, -0.7641, 2.1202], [0.4976, 2.0257, 0.2552], [3.3324, -1.9608, 1.5300], [-2.1492, 0.4625, 0.4389], [2.6203, -0.9749, 0.2093], [-1.8825, -1.5620, -1.9963], [1.0861, 0.0752, -2.0768], [-0.0672, 0.2244, -2.2156], [-0.7954, -2.0976, 3.0665], [-1.9751, 2.6800, 1.6409], [-2.5939, -2.0878, -2.6218], [-0.7085, 1.3155, -1.8820], [-0.8768, -0.8478, -2.8878], [-2.4583, -0.8932, -1.3816], [0.7390, 2.9976, 0.6780], [-1.0178, 1.1228, 1.7031], [0.9442, 2.5515, -1.7835], [-1.4269, -2.3124, -1.3731], [0.0747, 2.3112, -1.1878]],
  "nbo_charge": [0.210, 0.196, -0.356, -0.409, 0.212, 0.208, -0.611, 0.222, 0.215, -0.758, 0.206, 0.187, -0.440, -1.019, 0.192, -0.400, 0.212, -0.603, -0.618, 0.800, -0.063, -0.388, 0.195, -0.501, -0.492, 0.241, 0.237, 1.825, 0.168, 0.208, -0.076],
  "homo_lumo_gap_ev": 7.16,
  "lumo_energy_ev": 2.7,
  "charge": -1,
  "homo_energy_ev": -4.475
}


# 3
{
  "formula": "C25H27BrFeN8O3",
  "method": "wB97M-V/def2-TZVPD",
  "species": ["H", "C", "H", "H", "C", "C", "C", "H", "H", "H", "N", "C", "H", "H", "N", "H", "H", "C", "H", "C", "H", "Fe", "C", "C", "C", "H", "Br", "C", "C", "H", "H", "H", "C", "O", "O", "H", "C", "C", "C", "N", "C", "H", "O", "N", "N", "C", "H", "N", "H", "H", "C", "C", "H", "C", "C", "N", "C", "H", "H", "C", "H", "C", "H", "N", "H"],
  "positions_angstrom": [[4.4343, -0.2215, -1.1792], [0.3091, 5.5841, -1.7213], [3.1555, -0.8128, -3.1244], [-1.9345, 0.8710, 3.8939], [-3.6558, -0.2994, 0.9165], [1.9636, 0.1393, 2.7320], [-0.0345, 3.3765, -0.7865], [4.2728, -1.5284, -0.0108], [2.4539, -1.3636, 1.4140], [1.3003, -2.4309, -3.1883], [0.0182, -1.2585, -2.0229], [-1.0655, -4.3697, 0.2785], [-2.6362, -2.3203, -3.6099], [0.9439, -1.6134, 3.4721], [-0.9126, -5.4762, 3.6559], [-5.3326, -0.3091, -0.4158], [4.2242, 0.5764, 1.2574], [-2.2906, -0.5160, 1.0109], [-1.7726, -0.8292, 4.3436], [0.1359, 4.2221, -1.8829], [0.4150, 7.1987, -0.3069], [0.5702, -0.7858, 0.0293], [-2.1573, -1.0543, -1.2394], [3.3668, 0.3061, 0.6350], [-1.7266, -1.7279, -3.6868], [0.2988, -0.0815, 4.0773], [-0.4451, 2.9410, 2.0457], [0.2876, 6.1338, -0.4470], [3.7571, -0.6743, -0.4538], [-3.9843, -1.0356, -2.3723], [0.7782, -0.9299, -3.9674], [-3.2203, -0.2692, 3.5205], [1.0754, -1.3726, -3.0162], [-0.7908, 1.5482, -2.0687], [0.5058, 1.1180, -0.2915], [1.7807, 1.2135, 2.6706], [-0.1660, 1.9084, -1.0858], [-1.4803, -0.4235, 2.2600], [-4.2694, -0.4798, -0.3150], [2.5318, -1.1657, -1.1151], [-0.3085, -4.2114, 1.4932], [0.1253, 3.7811, -2.8707], [0.8727, -2.7362, 0.3815], [-1.6990, -4.4368, -0.6772], [0.6517, -3.3421, 1.5337], [-0.6453, -4.9267, 2.6841], [2.9616, 1.2197, 0.1941], [-1.5815, -0.8660, -0.0597], [0.4522, 6.2175, -2.5860], [2.5464, -2.1807, -1.1474], [0.7072, -0.5822, 3.2000], [-2.1430, -0.1530, 3.5750], [2.0989, 0.4178, -2.4068], [-3.5229, -0.8798, -1.4087], [0.0828, 5.3205, 0.6551], [-0.2346, -0.6258, 2.0956], [-0.0697, 3.9541, 0.4759], [-4.2406, 0.0087, 1.7693], [0.0307, 5.7412, 1.6492], [2.2938, -0.6540, -2.4698], [2.7790, -0.0275, 3.4415], [-1.2058, -1.3826, -2.3346], [-1.0000, -2.2947, -4.2621], [2.3022, -0.3439, 1.3972], [-1.9578, -0.8053, -4.2275]],
  "nbo_charge": [0.220, -0.209, 0.207, 0.257, -0.207, -0.219, -0.121, 0.212, 0.388, 0.219, -0.486, 0.267, 0.251, 0.242, -0.236, 0.242, 0.210, 0.234, 0.254, -0.167, 0.229, 1.706, 0.193, -0.225, -0.699, 0.216, 0.031, -0.176, -0.225, 0.243, 0.228, 0.240, -0.256, -0.642, -0.841, 0.225, 0.771, 0.349, -0.119, -0.653, -0.078, 0.234, -0.679, -0.287, 0.025, 0.241, 0.222, -0.502, 0.228, 0.401, -0.259, -0.697, 0.215, -0.183, -0.241, -0.477, -0.054, 0.239, 0.235, -0.208, 0.208, 0.401, 0.245, -0.646, 0.264],
  "homo_lumo_gap_ev": [7.99, 7.60],
  "relative_energy_ev": 0.000,
  "lumo_energy_ev": [-3.6, -4.0],
  "charge": 1,
  "homo_energy_ev": [-11.561, -11.563],
  "multiplicity": 6
}


# 4
{
  "formula": "C24H36AlBClF3N2O10",
  "method": "wB97M-V/def2-TZVPD",
  "species": ["C", "C", "H", "N", "H", "H", "C", "O", "H", "C", "H", "O", "Cl", "H", "H", "N", "O", "H", "H", "H", "C", "F", "O", "H", "C", "C", "H", "C", "C", "H", "H", "H", "H", "H", "C", "H", "C", "O", "H", "C", "H", "C", "H", "O", "C", "H", "C", "H", "H", "O", "O", "H", "H", "H", "C", "C", "H", "C", "B", "C", "H", "C", "C", "F", "C", "O", "H", "H", "H", "H", "H", "O", "C", "H", "F", "Al", "C", "H"],
  "positions_angstrom": [[-0.7695, -2.2523, -1.2825], [6.1522, 3.6301, 1.2846], [-0.9370, -1.8619, 2.0540], [-0.2989, 3.8042, -2.7841], [-1.6236, -3.3192, 2.8367], [4.2103, -0.1422, 0.5687], [-2.1217, 4.3430, -1.0695], [0.4502, -2.7278, -4.5597], [-0.5804, 4.3763, -4.7933], [2.5218, -0.8801, -3.6740], [-2.2406, 5.3557, -1.4637], [-7.1539, -3.2801, 1.8335], [2.4974, -4.0932, 1.8886], [1.6375, -1.6292, 1.6871], [-2.1465, -2.0406, 0.3281], [5.8393, 3.6492, 2.5954], [-0.8242, -0.0861, -0.3674], [4.9264, 1.8061, 2.4345], [5.6734, 2.0949, 4.0190], [4.1576, 2.9114, 3.6007], [-0.8466, -2.9411, 2.1755], [-4.2349, -3.7673, 0.8144], [-5.5516, -4.4647, 2.9876], [-2.8540, 3.6949, -1.5631], [-6.3010, -4.3423, 1.9663], [3.0200, 0.8079, -2.0126], [2.2094, 2.0616, 0.0822], [0.4579, -2.3243, -3.4241], [-0.8720, -3.6679, 0.8240], [-6.9693, -5.2319, 1.7774], [5.7938, 5.7152, 2.9913], [7.3180, 4.9245, 3.3745], [0.6170, 1.2571, 0.2640], [-6.0087, -0.1750, 1.2428], [-6.7193, -1.9614, 2.1684], [-1.3539, -4.6360, 0.9638], [1.6830, 1.0969, 0.0802], [0.0746, 3.4155, -0.5869], [-0.8169, -3.9020, -2.5888], [1.8883, 0.4572, -1.2675], [5.8127, 2.7037, 0.7819], [-5.9869, -1.2465, 1.0429], [-4.9428, -1.5469, 0.9648], [2.8469, -1.5245, -4.8128], [-0.2437, -0.8885, -1.0796], [0.6471, 4.2111, -2.7826], [-5.3206, -4.5237, 0.6801], [-6.1446, -1.9752, 3.0959], [0.1109, -3.1479, 2.6570], [1.6543, -0.7035, 1.9780], [3.7454, 0.2752, 1.3039], [5.9059, 4.6546, 4.4154], [0.8035, -4.7056, 0.5654], [-2.0576, 3.8107, -3.9764], [-0.7654, 3.8456, -1.3383], [-1.6611, -2.8382, -0.2317], [-2.4549, -3.4272, -0.6894], [-0.4244, -2.9126, -2.3938], [2.3742, 0.1438, 1.1866], [-1.1555, 4.4053, -3.8719], [3.7728, -1.7944, -4.7954], [5.1142, 2.5535, 3.2027], [1.0366, -0.5354, -1.7762], [-5.9444, -4.1952, -0.4327], [3.3298, 0.1609, -3.2002], [6.7236, 4.5195, 0.6903], [-2.3214, 4.3502, -0.0009], [-1.3859, 5.4336, -3.6134], [-6.4744, -1.4354, 0.0868], [3.6845, 1.5755, -1.6335], [-7.6429, -1.4247, 2.3793], [0.4426, -3.8411, 0.3246], [6.2360, 4.8020, 3.3904], [-0.1096, 2.8070, -2.9754], [-4.9501, -5.7876, 0.6251], [0.2650, 3.3184, 1.5422], [1.3558, -1.2197, -2.9623], [4.2210, 0.4280, -3.7531]],
  "lowdin_charge": [-0.127, -0.368, 0.073, 0.117, 0.089, 0.125, 0.060, 0.161, 0.122, -0.237, 0.127, -0.007, 0.087, 0.038, 0.100, -0.198, 0.080, 0.050, 0.100, 0.085, -0.030, 0.165, 0.181, 0.138, -0.423, -0.018, 0.081, -0.307, -0.365, 0.237, 0.090, 0.099, 0.010, 0.081, -0.198, 0.148, -0.120, -0.087, 0.148, -0.175, 0.125, -0.058, 0.056, 0.096, -0.255, 0.204, -0.545, 0.127, 0.038, 0.162, 0.148, 0.088, 0.022, 0.117, -0.320, -0.080, 0.116, 0.102, -0.660, 0.046, 0.138, -0.054, -0.024, 0.215, 0.030, 0.021, 0.103, 0.111, 0.088, 0.125, 0.131, -0.141, -0.033, 0.203, 0.211, 1.079, 0.007, 0.132],
  "homo_lumo_gap_ev": 1.86,
  "relative_energy_ev": 0.000,
  "lumo_energy_ev": -9.8,
  "charge": 2,
  "homo_energy_ev": -11.683
}


The E results, record by record, are as follows: -2197.568676; -3097.471321; -5470.176554; -2824.312887 hartree.